Below is a 13-piece molecular cluster, C46H78O26 overall in a non-equilibrium geometry, with properties calculated with the ωB97M-V functional and the def2-TZVPD basis.

XYZ file:
```
150
Properties=species:S:1:pos:R:3:mulliken_charge:R:1
C -17.01733 -13.93056 -6.70952 -0.34
C -18.25050 -14.51481 -6.59954 -0.99
C -18.35319 -15.73053 -5.94546 -0.08
C -17.18810 -16.43682 -5.70700 0.07
C -15.91571 -15.90818 -5.87309 0.99
C -15.85445 -14.60748 -6.28094 -0.95
O -14.58139 -13.95110 -6.28095 -0.33
O -19.55735 -16.33571 -5.74836 -0.67
H -16.91324 -12.96750 -7.29329 0.33
H -19.06205 -14.05812 -7.08504 0.52
H -17.32037 -17.40320 -5.27813 0.41
H -15.04353 -16.42748 -5.54499 0.88
H -14.63047 -13.13001 -5.73979 0.29
H -19.41558 -17.11274 -5.14924 0.35
C -13.69623 -23.01858 -3.73156 -0.81
C -14.07606 -22.24537 -2.64018 -0.15
C -13.12870 -21.71013 -1.71912 0.41
C -11.80628 -22.03616 -1.94429 -0.32
C -11.39699 -22.77539 -3.06719 -0.81
C -12.31980 -23.22005 -3.97442 0.88
O -12.00978 -23.91205 -5.14319 -0.48
O -13.53382 -20.91198 -0.62036 -0.53
H -14.44855 -23.55783 -4.23779 0.53
H -15.14999 -22.10199 -2.52532 0.43
H -11.06158 -21.63399 -1.26170 0.34
H -10.32042 -22.91549 -3.24150 0.22
H -11.04665 -23.95888 -5.25803 0.25
H -12.73634 -20.66246 -0.11374 0.06
C -12.72053 -12.98132 -1.27254 -1.05
C -13.96788 -12.76425 -1.81366 -0.48
C -14.66496 -13.76154 -2.46258 -0.31
C -14.15016 -14.98344 -2.70055 1.56
C -12.95574 -15.30919 -2.12191 -0.35
C -12.25865 -14.34748 -1.39470 -0.23
O -11.05227 -14.66240 -0.80943 -0.68
O -15.91119 -13.39860 -2.93702 -0.72
H -12.25314 -12.18510 -0.73837 0.51
H -14.35780 -11.77783 -1.61544 0.44
H -14.62257 -15.61857 -3.42860 0.11
H -12.55784 -16.31562 -2.23516 0.63
H -10.40572 -14.94663 -1.52521 0.32
H -16.19185 -14.09378 -3.62062 0.19
C -11.32799 -14.13714 -6.32790 -0.51
C -11.29651 -14.86839 -5.13292 0.67
C -10.03903 -15.17043 -4.54006 -0.39
C -8.85606 -14.76145 -5.10840 -0.40
C -8.91431 -14.01610 -6.31275 -0.64
C -10.11458 -13.72831 -6.90604 0.53
O -10.30910 -13.11183 -8.15782 -0.54
O -9.97533 -15.95218 -3.40340 -0.50
H -12.31342 -13.91865 -6.68186 0.62
H -12.22790 -15.12202 -4.63635 0.02
H -7.91751 -14.99223 -4.68276 0.57
H -8.04762 -13.63997 -6.89615 0.19
H -9.51869 -12.63918 -8.47913 0.31
H -10.47229 -16.76317 -3.50500 0.11
C -14.35055 -20.55661 -6.66534 -0.48
C -13.96131 -19.90676 -5.52328 -0.03
C -14.77615 -19.64776 -4.43367 1.00
C -16.10914 -20.07854 -4.53449 -0.20
C -16.50551 -20.67513 -5.66542 -1.00
C -15.68560 -20.92152 -6.76229 0.38
O -16.11521 -21.54699 -7.90860 -0.30
O -14.28684 -18.98507 -3.34753 1.16
H -13.72309 -20.70563 -7.53629 0.68
H -12.91119 -19.53174 -5.47394 -1.44
H -16.72184 -19.92935 -3.64003 0.50
H -17.50945 -20.91131 -5.77534 0.56
H -16.44726 -20.84016 -8.54888 0.31
H -15.09024 -18.77595 -2.82047 -0.61
C -14.01989 -24.26186 -9.36082 -0.21
C -14.03873 -24.96038 -7.97363 -0.57
O -14.10187 -23.89170 -6.99482 -0.24
O -15.30760 -23.59744 -9.61903 -0.49
H -13.63453 -24.85350 -10.26125 0.32
H -13.31985 -23.41884 -9.27712 0.22
H -13.10209 -25.52933 -7.72071 0.31
H -14.94211 -25.48255 -7.75800 0.26
H -13.18325 -23.65836 -6.83397 0.18
H -15.37362 -22.78693 -9.06164 0.23
C -14.16549 -17.90236 -9.07466 -0.18
C -13.16654 -16.96577 -8.43501 -0.85
O -13.09515 -16.86339 -7.11023 0.35
O -15.47882 -17.56671 -8.69624 -0.75
H -13.99295 -18.89802 -8.70741 -0.30
H -14.03074 -17.74260 -10.14158 0.54
H -13.40452 -15.99464 -8.82004 0.45
H -12.23885 -17.25344 -8.97684 0.29
H -12.96340 -17.68990 -6.62782 -0.27
H -15.56456 -17.33490 -7.79219 0.24
C -13.18358 -18.44506 2.05129 -0.56
C -14.61780 -18.54987 1.49292 -0.59
O -14.72030 -18.39811 0.10825 -0.49
O -12.47537 -19.60927 1.68859 -0.59
H -13.16957 -18.24810 3.14008 0.34
H -12.78274 -17.56471 1.56128 0.26
H -15.13698 -17.64306 1.89392 0.40
H -15.09328 -19.49586 1.77676 0.34
H -14.36797 -19.15672 -0.41720 0.06
H -11.57059 -19.29861 1.45813 0.33
C -19.51530 -20.06061 -9.06731 -0.14
C -18.50407 -19.67050 -10.12088 -0.72
O -17.14673 -19.71740 -9.57462 -0.35
O -19.53380 -21.35279 -8.59605 -0.44
H -20.51087 -19.69752 -9.34943 0.33
H -19.26769 -19.45359 -8.14895 0.05
H -18.67797 -18.66884 -10.51189 0.43
H -18.47757 -20.26113 -11.07160 0.31
H -17.05048 -18.79425 -9.19089 0.20
H -19.22684 -21.96190 -9.30613 0.26
C -20.82976 -22.24590 -4.61943 -0.26
C -20.87315 -21.22383 -3.52306 -0.46
O -19.56809 -20.72522 -3.35242 -0.50
O -19.70184 -23.08012 -4.42925 -0.60
H -20.82894 -21.71235 -5.58180 0.05
H -21.72636 -22.89267 -4.62079 0.39
H -21.14327 -21.62650 -2.56399 0.23
H -21.43182 -20.38950 -3.83067 0.37
H -18.89747 -21.41007 -3.45124 0.21
H -19.09330 -22.98737 -5.15627 0.58
C -10.60412 -19.46611 -3.83008 0.66
C -9.98770 -18.79843 -5.04832 -1.24
O -10.90590 -18.31831 -5.99587 -0.43
O -11.10939 -18.51560 -2.98252 -0.60
H -9.77673 -19.99400 -3.29416 0.31
H -11.39954 -20.18421 -4.12381 -0.31
H -9.34679 -19.47734 -5.54137 0.52
H -9.36943 -18.03659 -4.63384 0.48
H -10.76970 -17.38686 -6.15586 0.17
H -12.05567 -18.49342 -3.01716 0.07
C -17.31581 -17.08437 -2.05014 0.36
C -18.68029 -17.60882 -2.39235 -0.86
O -18.77369 -18.19756 -3.67195 -0.29
O -16.44018 -18.18715 -1.89745 -0.34
H -17.39114 -16.36153 -1.19820 0.44
H -16.98063 -16.65111 -2.96773 -0.14
H -19.38839 -16.73240 -2.43659 0.29
H -19.02720 -18.36505 -1.69835 0.36
H -18.84786 -19.12749 -3.66149 0.39
H -15.84611 -18.14425 -1.17257 0.33
C -17.56970 -24.31190 -7.33330 0.31
C -18.32260 -24.86536 -8.50672 -0.82
O -18.14479 -24.07151 -9.65698 -0.56
O -18.14065 -23.15865 -6.69771 -0.42
H -16.58149 -24.05292 -7.66401 -0.49
H -17.58073 -24.99269 -6.55851 0.74
H -19.39150 -24.90310 -8.25604 0.35
H -17.96189 -25.96102 -8.70115 0.33
H -17.24919 -24.05637 -9.81904 0.41
H -18.30854 -22.50997 -7.42035 0.06
```

E_tot: -102197.2998 eV
2S+1: 1
charge: 0
HOMO-LUMO gap: 8.215 eV